# 1
Computed, not measured: an isolated ion of composition C25H29N2O4S2 and charge +1 at a distorted geometry, with ωB97M-V/def2-TZVPD.

XYZ file:
```
62
Properties=species:S:1:pos:R:3:forces:R:3:lowdin_charge:R:1
S -3.474675 -2.023773 -0.293308 0.0 0.4 0.1 1.189
S 1.622638 0.843754 -0.053789 0.2 -0.2 -0.1 1.158
O -7.423157 2.242715 0.050739 0.3 0.1 0.1 -0.065
O -1.181498 3.600692 -0.190299 0.2 0.4 0.3 -0.039
O 4.741543 -4.251480 -0.669337 0.2 -0.4 0.2 -0.038
O 7.362555 1.825747 0.030289 -0.1 -0.3 0.0 -0.066
N 3.446476 -0.931006 0.244005 -0.5 0.0 0.0 -0.050
N -2.996425 0.417639 0.322488 0.4 -0.5 -0.1 -0.040
C -2.333970 1.645785 0.689875 0.4 0.7 -0.2 -0.101
C 6.020474 1.742839 -0.000239 -0.4 -0.1 0.0 -0.262
C 3.786804 2.644816 -0.180517 0.0 -0.3 0.0 -0.064
C -4.361541 0.374169 0.106868 -1.0 -0.4 -0.2 -0.218
C 3.290347 1.363492 -0.047608 -0.1 -0.3 0.1 -0.435
C -8.810408 2.099191 -0.177565 -0.3 0.0 0.0 -0.064
C 5.505245 0.450547 0.132752 0.1 0.0 0.0 0.080
C -1.140638 -3.999864 1.137684 0.0 0.0 -0.1 -0.081
C 2.092838 -0.830218 0.125158 0.0 0.4 0.0 -0.411
C 5.155153 2.832905 -0.154721 0.3 0.1 0.0 -0.004
C 1.246317 -1.924039 0.079866 0.1 -0.4 0.0 -0.055
C 4.463304 -2.897405 -0.869975 -0.2 0.4 0.1 -0.237
C -0.152615 -2.000450 0.017048 0.0 0.2 0.0 -0.215
C -0.968268 -0.889464 0.196960 0.5 0.2 0.1 -0.076
C -2.349970 -0.760325 0.109241 -0.5 -0.2 -0.1 -0.404
C -6.149470 -1.163269 -0.470721 0.3 0.1 0.1 -0.061
C -0.709845 -3.376906 -0.193426 0.0 -0.1 0.1 -0.222
C -6.619961 1.169728 -0.052334 0.3 -0.3 0.0 -0.262
C -7.052382 -0.123611 -0.377116 -0.2 0.2 0.0 -0.002
C 4.132111 -2.181835 0.460562 0.2 -0.7 -0.2 -0.106
C -1.822460 2.412891 -0.548358 -0.2 -0.5 0.0 -0.241
C -4.812347 -0.907806 -0.230169 0.3 0.2 0.1 -0.433
C -5.266275 1.418098 0.188194 -0.1 0.1 0.0 0.082
C 7.984446 3.088112 -0.100131 0.1 0.3 0.0 -0.064
C 4.135387 0.260236 0.115164 0.2 1.0 -0.1 -0.219
H 3.508733 -2.840249 1.070350 0.1 0.1 0.0 0.133
H -0.371336 3.405162 0.294048 -0.1 0.0 0.0 0.079
H -0.283585 -4.103668 1.798556 0.1 0.0 0.1 0.083
H 1.743229 -2.881670 0.043486 0.1 -0.1 0.0 0.105
H -2.669538 2.705950 -1.173209 0.1 -0.1 0.0 0.133
H 5.543564 3.831551 -0.260001 0.1 0.1 0.0 0.110
H -1.502709 1.429351 1.366528 -0.1 0.0 0.0 0.130
H 5.602568 -4.360149 -0.250368 0.0 0.0 -0.1 0.101
H -1.162292 1.760472 -1.137513 -0.2 0.0 0.0 0.109
H -9.230681 3.093121 -0.038042 0.0 -0.1 0.0 0.099
H 3.587172 -2.868272 -1.524259 0.1 0.1 0.1 0.126
H -6.478430 -2.157145 -0.726407 -0.1 -0.1 0.0 0.119
H 7.697181 3.760366 0.712829 0.0 0.0 0.0 0.100
H 9.053124 2.891308 -0.044044 -0.1 0.1 0.0 0.099
H -9.264065 1.410615 0.540386 0.0 0.0 0.0 0.100
H 3.120168 3.482233 -0.307311 0.0 0.1 0.0 0.117
H -9.014480 1.759873 -1.196661 0.0 0.0 0.0 0.100
H -0.451993 0.020982 0.448369 -0.2 0.1 0.1 0.011
H 0.046856 -4.016028 -0.650033 0.0 0.1 -0.1 0.120
H 7.751465 3.550101 -1.063246 0.0 0.0 0.0 0.100
H -1.560356 -3.339149 -0.874509 0.1 -0.1 -0.1 0.059
H 6.206127 -0.359633 0.237880 0.1 -0.1 0.0 0.124
H -4.975864 2.428371 0.420622 0.1 0.2 0.0 0.127
H -1.564662 -4.984410 0.965007 -0.1 -0.1 0.0 0.083
H 5.045898 -1.977038 1.022360 -0.1 0.0 0.0 0.129
H 5.286540 -2.379645 -1.378273 -0.1 0.0 0.0 0.127
H -8.094399 -0.322349 -0.562111 -0.1 0.0 0.0 0.111
H -3.042951 2.273102 1.232294 0.1 -0.1 0.0 0.131
H -1.885031 -3.385047 1.636022 -0.1 0.0 0.1 0.057
```
Forces are in eV/Å.

Values from the calculation:
- gap between HOMO and LUMO (eV) = 6.4
- 2S+1 = 1
- E (a.u.) = -2176.66495
- total charge = +1
- LUMO energy (eV) = -3.6


# 2
Computed, not measured: one molecule with the formula C25H29N3O4, with ωB97M-V/def2-TZVPD.

XYZ file:
```
61
Properties=species:S:1:pos:R:3:forces:R:3:lowdin_charge:R:1
O 4.019941 -2.663702 1.861554 0.0 0.1 0.2 0.116
O 3.138882 -1.050961 0.584898 -0.2 0.1 -0.3 -0.024
O -0.871986 2.361802 1.391296 0.1 0.1 0.0 0.095
O -5.728616 -0.986681 0.837054 0.2 0.0 0.2 -0.047
N 0.553619 -1.953586 -1.532168 0.0 -0.1 0.0 -0.122
N -0.644087 0.925463 -0.362626 0.0 0.2 0.2 0.113
N 1.219358 0.979432 -1.780619 -0.1 -0.3 -0.6 0.169
C -1.949084 0.423092 -0.084159 -0.5 -0.1 0.0 -0.237
C -4.242128 0.134445 -0.749965 -0.4 -0.1 0.0 -0.008
C -2.962320 0.587187 -1.015620 0.3 0.0 0.3 -0.006
C 1.733402 2.033362 -1.078316 -0.2 0.4 0.6 -0.215
C -7.414073 0.644476 0.141223 0.3 -0.3 0.1 -0.062
C 0.404531 -2.109266 -0.093697 -0.2 -0.3 0.1 -0.182
C 0.108535 0.450047 -1.409442 0.3 0.0 -0.2 -0.242
C 2.845741 0.343466 2.560637 0.1 -0.2 -0.3 -0.043
C -3.500441 -0.627371 1.404854 -0.1 0.0 -0.1 0.022
C 2.744953 -3.072170 -1.466269 -0.1 0.2 0.0 -0.117
C -0.260428 -0.866051 -2.054164 -0.2 -0.2 -0.1 -0.101
C -6.868174 -0.775464 0.026155 -0.4 0.2 -0.2 -0.245
C -0.201546 1.977965 0.454886 -0.1 0.1 0.1 -0.359
C 2.611981 -3.322063 0.037851 0.0 -0.1 0.0 -0.215
C 1.663038 3.576345 0.793160 0.0 0.0 0.0 -0.011
C 1.085299 2.536955 0.060976 0.4 0.0 -0.3 -0.079
C 2.954568 2.591611 -1.474691 0.0 0.1 0.1 -0.017
C 3.338926 -2.325667 0.926674 0.1 -0.6 0.0 -0.463
C 3.744551 -0.041578 1.394734 0.3 0.3 0.5 -0.192
C -4.525839 -0.480938 0.466508 0.3 0.0 0.0 -0.262
C 1.118117 -3.366878 0.384502 0.0 0.2 0.1 -0.109
C 1.947086 -1.861833 -1.940254 0.4 0.0 -0.1 -0.192
C 2.867361 4.108730 0.394516 -0.1 0.1 0.2 -0.076
C -2.226599 -0.178601 1.137120 -0.1 0.0 -0.2 -0.009
C 3.508737 3.615961 -0.742660 0.0 -0.1 -0.1 -0.076
H 3.318454 4.911220 0.958353 0.0 0.1 0.1 0.103
H 3.316426 1.135868 3.135190 0.0 0.1 0.1 0.082
H 0.679404 -4.233199 -0.113243 0.0 0.0 0.0 0.124
H 2.373445 -3.962111 -1.978594 0.0 -0.1 0.0 0.120
H 1.883164 0.700153 2.200384 -0.1 0.1 0.0 0.062
H 2.417706 -0.941560 -1.572573 -0.1 -0.3 -0.2 0.097
H 2.687939 -0.515956 3.208312 0.0 0.0 0.1 0.080
H -7.655817 0.862012 1.178391 0.0 0.0 0.1 0.080
H 1.963009 -1.831609 -3.033312 0.0 0.1 0.0 0.125
H -1.447794 -0.283679 1.875723 0.1 0.0 0.1 0.126
H 1.140645 3.940330 1.665099 0.0 0.0 0.1 0.121
H -6.653540 -1.030438 -1.019025 0.0 0.0 0.1 0.115
H 3.057380 -4.292656 0.282203 0.0 0.2 0.0 0.149
H -3.734510 -1.097699 2.346250 0.0 -0.1 0.1 0.122
H -5.003831 0.275556 -1.499927 -0.1 0.0 0.0 0.107
H -7.604411 -1.488189 0.407911 0.1 0.1 -0.1 0.123
H -0.075152 -0.795596 -3.127563 -0.1 0.1 0.1 0.132
H -2.750102 1.075710 -1.955949 0.0 0.1 -0.1 0.129
H 3.439661 2.194640 -2.352488 0.0 -0.1 -0.1 0.114
H 4.704876 -0.415689 1.763679 -0.1 0.1 -0.1 0.123
H 4.452703 4.043809 -1.047791 0.1 0.0 0.0 0.105
H 0.797379 -1.242930 0.460243 -0.1 0.0 0.0 0.115
H 3.792962 -2.934559 -1.737161 0.0 0.0 -0.1 0.123
H 3.902233 0.807147 0.724691 0.0 -0.1 0.0 0.113
H 0.980083 -3.480039 1.461282 0.0 -0.1 0.0 0.125
H -1.307979 -1.117629 -1.880083 0.1 0.0 -0.1 0.114
H -6.681519 1.372472 -0.198622 0.0 0.1 0.0 0.068
H -0.664707 -2.198730 0.122426 0.1 0.0 0.0 0.122
H -8.314238 0.740994 -0.459490 -0.1 0.0 -0.1 0.077
```
Forces are in eV/Å.

Values from the calculation:
- gap between HOMO and LUMO (eV) = 8.9
- 2S+1 = 1
- E (a.u.) = -1435.32726
- total charge = 0
- SMILES = CCOC(=O)C1CCN(Cc2nc3ccccc3c(=O)n2-c2ccc(OCC)cc2)CC1
- LUMO energy (eV) = 0.5


# 3
Computed, not measured: C25H29N3O5PRuS as an isolated structure, with ωB97M-V/def2-TZVPD.

XYZ file:
```
65
Properties=species:S:1:pos:R:3:forces:R:3:lowdin_spin:R:1
Ru -0.837563 -0.512512 1.371160 0.1 0.2 0.6 2.429
S -2.360549 -0.443581 -1.167100 -0.1 -0.1 0.0 0.006
P 0.578166 -0.470303 -1.717392 -0.5 -0.4 0.3 0.037
O -2.113967 0.783047 -0.406188 -0.2 -0.2 -0.1 0.043
O -2.593534 -0.306245 -2.563497 0.2 0.2 0.1 0.005
O -3.085309 -1.448194 -0.441509 0.0 0.1 -0.1 0.011
O -0.748796 -1.107342 -1.020105 0.2 0.4 0.0 0.034
O 1.272945 -2.211564 2.452380 -0.1 0.3 0.1 0.180
N -0.751236 1.696363 2.046044 0.1 0.0 -0.1 0.118
N -2.928646 -0.124135 2.184375 0.1 -0.3 -0.4 0.028
N -0.695950 -0.701147 3.309112 -0.1 0.0 -0.1 0.129
C -0.139876 0.424426 4.069743 0.0 -0.1 0.1 0.015
C 0.881356 0.298528 -4.350735 0.0 -0.1 0.0 0.000
C 0.989085 -1.612263 1.278042 0.2 -0.1 -0.1 0.389
C 2.921972 -1.708817 -1.992571 0.0 0.0 0.0 0.005
C -3.071139 -1.322653 3.026397 0.0 0.1 0.0 0.019
C 3.143348 -2.571346 0.635322 0.1 0.0 0.0 0.099
C 1.892016 -1.420415 -1.084480 0.1 0.0 -0.1 0.113
C -2.100878 2.210895 2.321634 0.0 0.0 0.0 0.010
C 0.223692 -1.115874 -6.175893 0.0 0.0 0.0 0.000
C 1.021779 3.906956 -0.559392 0.0 0.0 0.0 0.002
C 0.788491 0.063600 -5.714297 0.0 0.0 0.0 0.000
C 4.138877 -2.831824 -0.268422 0.0 0.0 0.0 0.009
C 0.736461 1.247918 -1.286647 0.1 0.2 0.0 0.013
C -3.018713 1.149496 2.916607 -0.1 0.0 0.0 0.007
C 1.704597 1.611822 -0.348471 0.0 0.1 0.0 0.008
C -0.247770 -2.073206 -5.284689 0.0 0.0 0.0 0.000
C 1.967734 -1.840361 0.281168 -0.1 -0.1 0.1 0.076
C 0.068066 3.547786 -1.507763 0.0 0.0 0.0 0.003
C -0.076587 2.222156 -1.874949 0.0 0.0 0.0 0.002
C 4.045479 -2.402105 -1.600185 0.0 0.0 0.0 0.127
C 0.407213 -0.661686 -3.458835 -0.1 0.0 -0.2 0.002
C 1.840861 2.945103 0.017622 0.0 0.0 0.0 0.002
C -1.832007 -1.398565 3.931508 0.1 0.0 0.1 0.015
C 0.198719 1.604122 3.164791 0.0 0.1 -0.1 0.012
C -0.155558 -1.854172 -3.923228 0.0 0.1 -0.1 0.000
H 1.137534 4.947572 -0.283801 0.0 0.0 0.0 0.000
H 0.231601 2.526458 3.753009 0.0 0.0 0.0 0.003
H 3.239596 -2.919167 1.652097 0.0 0.0 0.0 0.006
H -0.855026 0.728155 4.838791 0.0 0.0 0.0 0.003
H -0.558257 4.303249 -1.962547 0.0 0.0 0.0 0.000
H 1.324589 1.218181 -3.990663 0.0 0.0 0.0 0.000
H 1.153189 0.802731 -6.414342 0.0 0.0 0.0 0.000
H 2.832539 -1.391768 -3.023699 0.0 0.0 0.0 -0.003
H 4.830383 -2.618295 -2.310632 0.0 0.0 0.0 0.007
H -1.601087 -2.449678 4.116825 0.1 0.0 0.0 0.004
H -0.829587 1.942650 -2.602144 0.0 0.0 0.0 0.000
H -2.029705 -0.951892 4.908663 0.0 0.0 0.0 0.000
H -2.058290 3.072951 2.994648 0.0 0.0 0.0 0.003
H -3.125324 -2.177568 2.352238 0.0 0.0 0.0 0.004
H 2.355402 0.859995 0.081353 0.0 0.0 0.0 0.002
H 0.617951 -1.817278 3.082777 0.1 -0.3 -0.1 0.006
H -4.044439 1.523521 2.907943 0.0 0.0 0.0 0.001
H 2.597804 3.232517 0.736122 0.0 0.0 0.0 0.000
H -0.690863 -2.988264 -5.652734 0.0 0.0 0.0 0.000
H 0.770844 0.136023 4.604316 0.0 0.0 0.0 0.004
H 0.146690 -1.292241 -7.240787 0.0 0.0 0.0 0.000
H -3.987916 -1.314692 3.621558 0.0 0.0 0.0 0.004
H 1.185697 1.461353 2.722117 0.0 0.0 0.0 0.002
H -2.510042 2.547693 1.370495 0.0 0.0 0.0 0.000
H -0.527171 -2.595750 -3.227600 0.0 0.0 0.0 0.000
H 5.010874 -3.385273 0.056412 0.0 0.0 0.0 -0.002
H -0.336796 2.230394 1.288577 0.0 0.1 0.1 0.004
H -3.577174 -0.166183 1.403931 0.0 0.0 0.1 0.002
H -2.765795 0.960697 3.957519 0.0 0.0 0.0 0.000
```
Forces are in eV/Å.

Values from the calculation:
- gap between HOMO and LUMO (alpha / beta) (eV) = 6.1 / 7.7
- 2S+1 = 5
- E (a.u.) = -2344.68520
- total charge = +1
- LUMO energy (alpha / beta) (eV) = -2.8 / -4.3


Relative energy (zero: lowest compared OMol25 entry of this formula, charge and spin) readings, ordered: 0.15 37.95 40.23 kcal/mol